Here is a molecular structure, C49H49GeHgN9Si in a non-equilibrium geometry from OMol25. Energies are from ωB97M-V/def2-TZVPD.

lowest unoccupied orbital energy (alpha / beta)	0.0534 / 0.0115	Ha
multiplicity	2
calculated total energy	-4909.30705	hartree
energy above the lowest of the compared OMol25 structures with the same formula, charge and spin	0.0	kJ/mol
net charge	-1
maximum force	2.9	eV/A
orbital gap (alpha / beta)	4.66 / 3.58	eV
<S²>	0.7587

Each line ends with the Mulliken charge.
Geometry (Å):
Hg  -1.13172  -0.88326  0.16494  1.107
C  -2.16808  -5.49009  -4.66690  -0.586
C  -0.76959  -5.56321  -4.69651  -0.604
C  0.09023  -5.06796  -3.72539  -0.329
C  -0.58583  -4.57770  -2.58325  0.580
C  -0.11256  -3.98613  -1.34816  -0.219
N  -1.15997  -3.72471  -0.50231  -0.387
C  -2.28302  -3.92122  -1.22116  -0.011
N  -3.55011  -3.61375  -0.81648  -0.568
C  -3.80412  -3.01978  0.35313  0.043
C  -5.18428  -2.84003  0.86604  0.242
C  -6.39303  -3.40027  0.41156  -0.273
C  -7.54232  -3.10736  1.10428  -0.493
C  -7.45994  -2.43460  2.32685  -0.562
C  -6.24680  -1.92614  2.81330  0.005
C  -5.07898  -2.14619  2.07722  0.299
C  -3.68728  -1.82045  2.26542  -0.526
N  -3.22610  -1.08380  3.24235  -0.539
C  -1.93073  -1.00529  3.62006  -0.045
N  -0.91676  -1.61429  2.97981  -0.346
C  0.24982  -1.19050  3.52284  -0.171
N  1.42904  -1.41597  3.00187  -0.514
C  1.68313  -2.21399  1.98357  -0.264
N  0.89323  -2.45754  0.89387  0.341
C  1.55716  -3.30686  0.08121  -0.254
N  1.19141  -3.80074  -1.08549  -0.488
C  2.95110  -3.46515  0.56455  0.178
C  3.99074  -4.22469  0.06564  0.090
C  5.25152  -4.18794  0.72755  -0.746
C  5.30188  -3.70075  2.03853  -0.499
C  4.15196  -3.05189  2.61985  -0.281
C  3.02276  -2.80334  1.82205  -0.322
C  -0.00073  -0.28833  4.65624  0.197
C  0.74998  0.32314  5.65242  -0.152
C  0.04959  1.13132  6.52996  -0.529
C  -1.34051  1.32863  6.47427  -0.610
C  -2.11442  0.71446  5.49394  -0.165
C  -1.43516  -0.14625  4.67260  0.268
N  -2.94026  -2.43287  1.24436  -0.320
C  -1.99635  -4.54787  -2.51856  -0.089
C  -2.80090  -5.04323  -3.53736  -0.060
H  -2.75809  -5.80672  -5.53192  0.384
H  -0.35264  -6.05436  -5.57408  0.345
H  1.13359  -4.98283  -3.88006  0.594
H  -6.40210  -3.92389  -0.52054  0.483
H  -8.50639  -3.47235  0.70042  0.356
H  -8.41348  -2.29930  2.82507  0.342
H  -6.08948  -1.31386  3.74041  0.389
H  3.79499  -4.85638  -0.81704  0.438
H  6.14168  -4.48180  0.20925  0.407
H  6.14720  -3.87030  2.69215  0.375
H  4.25306  -2.70301  3.63612  0.453
H  1.84462  0.15832  5.78367  0.411
H  0.61956  1.57700  7.32028  0.413
H  -1.79869  2.00970  7.22929  0.327
H  -3.19410  0.88900  5.38945  0.492
H  -3.90195  -4.96994  -3.38591  0.430
C  6.19865  3.83023  1.07518  -1.267
C  5.14093  3.76131  -0.03413  -0.470
C  3.81966  2.93585  0.27960  -0.320
C  2.78904  3.21028  -0.80636  -1.197
Ge  1.02389  2.32670  -0.74239  0.245
C  -0.21306  3.51299  0.16010  -0.650
C  0.36604  4.36185  1.27503  -0.193
C  -0.64017  5.30261  2.00638  -0.513
C  -0.08824  6.20912  3.03639  -1.271
H  7.18386  4.25980  0.82330  0.376
H  6.41989  2.82428  1.41820  0.307
H  5.84713  4.42330  1.97279  0.278
H  5.59792  3.30346  -0.91472  0.301
H  4.89848  4.78834  -0.32177  0.335
H  3.53406  3.39132  1.25773  0.167
H  4.06372  1.90022  0.44560  0.449
H  3.22790  2.97081  -1.78400  0.367
H  2.54849  4.29351  -0.84625  0.384
H  1.33867  1.08058  0.11519  -0.598
H  -0.94601  2.82441  0.57496  0.288
H  -0.78478  4.15436  -0.52702  0.200
H  1.26570  5.01422  0.94470  0.172
H  0.77231  3.70952  2.07566  0.263
H  -1.33614  4.63666  2.49956  0.316
H  -1.21978  5.81024  1.24795  0.417
H  0.01983  5.73035  3.99589  0.311
H  -0.71239  7.08413  3.15890  0.369
H  0.95207  6.61498  2.83839  0.283
C  -1.08782  4.03170  -3.85775  -1.081
Si  -1.29520  2.33976  -3.11225  0.485
C  -1.71357  1.17239  -4.49679  -1.152
C  -2.66251  2.03691  -1.81698  -0.776
N  0.29724  1.88649  -2.38358  1.390
C  1.15434  1.15291  -3.23733  -0.937
C  0.95344  -0.24610  -3.38825  0.049
C  1.77431  -0.96173  -4.21523  -0.741
C  2.81563  -0.38342  -4.89334  -0.559
C  3.13370  0.97777  -4.69614  -0.679
C  2.28276  1.72934  -3.88589  0.085
H  -0.10455  4.07548  -4.36825  0.262
H  -1.19109  4.83652  -3.08867  0.264
H  -1.86652  4.17328  -4.58551  0.394
H  -2.66691  1.45109  -4.99389  0.400
H  -1.94109  0.14821  -4.04872  0.205
H  -0.92369  0.89607  -5.22242  0.339
H  -3.12454  2.99744  -1.57048  0.394
H  -2.33622  1.60370  -0.85773  -0.021
H  -3.43248  1.36041  -2.26574  0.367
H  0.04526  -0.72215  -2.92781  0.327
H  1.64166  -2.00083  -4.26736  0.594
H  3.42333  -1.00947  -5.50529  0.416
H  4.07219  1.43880  -5.09342  0.324
H  2.46291  2.85730  -3.83127  0.262